# 1
DFT (the ωB97M-V functional and the def2-TZVPD basis) results for the ion C8H10N3O with charge +1.

Structure (XYZ):
```
22
Properties=species:S:1:pos:R:3
O 1.42 -1.62 -1.62
N 1.14 -0.29 -1.58
C 1.18 0.59 -2.61
N 0.92 1.81 -2.16
C 1.06 1.81 -0.66
N 1.03 0.31 -0.35
C 0.02 -0.13 0.53
C -1.28 -0.33 0.04
C -2.26 -0.95 0.81
C -1.98 -1.29 2.14
C -0.82 -0.80 2.68
C 0.22 -0.31 1.89
H 1.94 -1.77 -0.73
H 1.33 0.14 -3.57
H 0.53 2.54 -2.72
H 0.33 2.33 -0.10
H 2.15 2.05 -0.35
H -1.69 0.01 -0.93
H -3.22 -1.10 0.37
H -2.67 -1.72 2.90
H -0.61 -1.11 3.76
H 1.25 -0.18 2.26
```

## Properties
- HOMO: -12.91 eV
- Charge: +1
- Energy above the lowest of the compared OMol25 structures with the same formula, charge and spin: 88.66 kcal per mole
- LUMO: -3.824 eV
- Calculated total energy: -14965.4604 eV
- SMILES string: ON1C=[NH+]CN1c1ccccc1

---

# 2
DFT (the ωB97M-V functional and the def2-TZVPD basis) results for a cluster of 2 separate species, C5H14O2S in total.

Structure (XYZ):
```
22
Properties=species:S:1:pos:R:3
C 0.00 0.00 0.00
O -1.04 -0.91 0.40
C -0.81 -1.49 1.69
C -1.76 -2.70 2.03
C -1.70 -3.13 3.48
S -2.55 -4.75 3.69
C -2.56 -5.17 5.48
H -0.16 0.40 -1.02
H 1.00 -0.46 0.04
H -0.03 0.84 0.72
H -0.69 -0.79 2.53
H 0.16 -2.00 1.53
H -1.50 -3.63 1.48
H -2.82 -2.47 1.82
H -0.67 -3.37 3.79
H -2.11 -2.38 4.19
H -2.92 -6.19 5.73
H -3.24 -4.43 5.94
H -1.55 -5.04 5.91
O 1.95 1.28 -3.44
H 1.67 1.80 -2.65
H 2.92 1.15 -3.31
```

## Properties
- HOMO: -8.47 eV
- Energy above the lowest of the compared OMol25 structures with the same formula, charge and spin: 27.92 kcal per mole
- LUMO: 0.687 eV
- Calculated total energy: -20340.9177 eV
- SMILES string: COCCCSC.O

---

# 3
DFT (the ωB97M-V functional and the def2-TZVPD basis) results for a cluster of 9 separate species, C36H95N5O14 in total.

Structure (XYZ):
```
150
Properties=species:S:1:pos:R:3
C 6.30 -5.88 2.00
O 6.98 -4.66 2.24
C 7.50 -4.14 1.04
C 7.95 -2.68 1.19
N 7.01 -1.51 1.19
C 6.30 -1.60 2.42
C 5.59 -0.24 2.55
O 6.48 0.85 3.00
C 6.24 2.17 2.51
H 5.73 -5.93 1.07
H 5.67 -6.24 2.81
H 7.07 -6.61 1.74
H 6.84 -4.20 0.18
H 8.37 -4.74 0.76
H 8.58 -2.47 0.32
H 8.59 -2.66 2.08
H 7.60 -0.70 1.27
H 6.95 -1.80 3.27
H 5.57 -2.40 2.33
H 4.76 -0.38 3.24
H 5.11 0.14 1.65
H 6.94 2.46 1.73
H 6.41 2.82 3.37
H 5.20 2.29 2.21
C -6.54 4.12 -5.28
O -5.66 4.02 -4.16
C -5.09 2.77 -3.89
C -3.81 2.98 -3.02
N -4.13 3.40 -1.65
C -5.03 2.46 -1.06
C -5.15 2.42 0.49
O -5.86 3.42 1.19
C -6.39 3.02 2.45
H -7.46 3.57 -5.08
H -6.04 3.51 -6.03
H -6.63 5.16 -5.59
H -4.79 2.30 -4.82
H -5.81 2.06 -3.48
H -3.15 3.75 -3.40
H -3.19 2.08 -2.97
H -4.60 4.29 -1.58
H -4.77 1.50 -1.50
H -6.01 2.66 -1.49
H -4.14 2.44 0.91
H -5.71 1.49 0.58
H -7.15 3.73 2.77
H -5.56 2.96 3.15
H -6.87 2.05 2.35
C 1.07 -1.68 7.10
O 2.24 -1.82 6.32
C 3.05 -2.90 6.53
C 4.38 -2.43 7.15
N 4.33 -2.52 8.60
C 5.27 -1.67 9.32
C 6.81 -1.92 9.05
O 7.75 -1.35 9.97
C 7.87 -2.04 11.20
H 0.54 -0.74 6.92
H 1.56 -1.63 8.08
H 0.35 -2.50 7.17
H 3.40 -3.19 5.54
H 2.71 -3.78 7.07
H 4.44 -1.41 6.78
H 5.24 -3.00 6.79
H 3.40 -2.37 8.96
H 5.27 -1.83 10.40
H 4.97 -0.63 9.17
H 7.00 -1.74 7.99
H 6.93 -3.00 9.05
H 8.84 -1.91 11.67
H 7.55 -3.08 11.18
H 7.18 -1.62 11.93
C -6.80 11.20 -1.83
O -5.49 10.63 -1.78
C -5.38 9.35 -2.48
C -6.17 8.24 -1.84
N -5.73 7.41 -0.69
C -5.38 8.18 0.50
C -3.91 8.56 0.44
O -3.26 8.34 1.68
C -3.26 6.93 2.07
H -7.19 11.45 -2.82
H -6.90 12.11 -1.24
H -7.55 10.55 -1.37
H -4.37 9.00 -2.27
H -5.57 9.50 -3.54
H -6.32 7.50 -2.63
H -7.22 8.49 -1.66
H -6.29 6.60 -0.46
H -5.52 7.54 1.37
H -5.87 9.13 0.66
H -3.86 9.61 0.15
H -3.37 8.13 -0.41
H -3.31 6.14 1.32
H -4.07 6.73 2.78
H -2.38 6.63 2.63
C -0.50 -6.72 -2.20
O -1.20 -7.08 -3.41
C -0.36 -8.00 -4.17
C -0.80 -8.11 -5.69
N -2.11 -8.73 -5.85
C -2.51 -8.94 -7.22
C -3.93 -9.37 -7.31
O -4.90 -8.47 -6.67
C -5.21 -7.29 -7.41
H -1.09 -5.98 -1.66
H 0.51 -6.38 -2.42
H -0.48 -7.58 -1.53
H 0.68 -7.67 -4.22
H -0.36 -8.94 -3.62
H -0.80 -7.12 -6.16
H -0.03 -8.65 -6.22
H -2.75 -8.18 -5.29
H -2.33 -8.02 -7.78
H -2.02 -9.77 -7.74
H -4.24 -9.45 -8.35
H -4.26 -10.31 -6.87
H -6.11 -6.71 -7.21
H -5.31 -7.49 -8.48
H -4.37 -6.59 -7.45
C 0.49 -0.79 1.41
C -0.12 -0.07 0.17
C 0.30 1.39 0.34
O 0.40 -0.64 -0.97
H 0.64 -1.87 1.30
H -0.07 -0.53 2.31
H 1.51 -0.45 1.55
H -1.21 -0.08 0.16
H 0.05 1.82 1.31
H -0.18 2.00 -0.42
H 1.36 1.58 0.19
H 1.27 -0.93 -0.70
C 1.66 5.31 -2.97
O 2.90 5.61 -3.48
H 1.11 6.11 -2.49
H 1.03 5.06 -3.82
H 1.71 4.35 -2.45
H 3.07 4.95 -4.16
C 5.51 -1.77 -3.18
O 4.86 -1.75 -1.93
H 4.72 -1.90 -3.92
H 5.99 -0.81 -3.38
H 6.31 -2.51 -3.25
H 5.50 -1.68 -1.21
C -1.93 -2.11 -5.88
O -2.35 -1.53 -4.70
H -1.60 -3.14 -5.80
H -2.80 -2.06 -6.54
H -1.02 -1.63 -6.24
H -1.81 -1.55 -3.90
```

## Properties
- HOMO: -8.32 eV
- Energy above the lowest of the compared OMol25 structures with the same formula, charge and spin: 126.82 kcal per mole
- LUMO: 0.332 eV
- Calculated total energy: -74973.9996 eV
- SMILES string: COCCNCCOC.COCCNCCOC.COCCNCCOC.COCCNCCOC.COCCNCCOC.CC(C)O.CO.CO.CO

---

# 4
DFT (the ωB97M-V functional and the def2-TZVPD basis) results for an isolated molecule of C3H7O4P.

Structure (XYZ):
```
15
Properties=species:S:1:pos:R:3
C -1.32 1.74 -0.02
C -0.45 0.91 0.55
C 1.28 -1.04 -0.66
O -2.52 2.02 0.60
O -0.76 0.12 1.64
O 0.71 -2.07 0.11
O 0.78 -0.90 -1.99
P 1.30 0.74 -0.09
H -0.89 2.51 -0.60
H -2.75 1.21 1.18
H -0.34 -0.80 1.45
H -0.22 -2.03 0.11
H 1.08 -1.52 -2.67
H 1.64 0.40 1.11
H 2.46 -1.28 -0.72
```

## Properties
- Spin multiplicity: 3
- HOMO (spin up / spin down): -4.78 / -9.81 eV
- Energy above the lowest of the compared OMol25 structures with the same formula, charge and spin: 40.24 kcal per mole
- LUMO (spin up / spin down): 0.409 / -1.603 eV
- Calculated total energy: -20696.7332 eV

---

# 5
DFT (the ωB97M-V functional and the def2-TZVPD basis) results for a cluster of 2 separate species, C38H25BF6O in total.

Structure (XYZ):
```
71
Properties=species:S:1:pos:R:3
F 8.91 -5.81 10.44
C 8.08 -6.73 9.86
C 7.44 -7.61 10.74
C 6.62 -8.62 10.22
C 6.45 -8.71 8.84
C 7.11 -7.80 8.02
F 6.97 -7.97 6.66
C 7.98 -6.80 8.46
B 8.83 -5.94 7.39
C 9.77 -4.78 8.01
C 9.41 -3.44 8.13
F 8.11 -3.08 7.84
C 10.22 -2.43 8.67
C 11.47 -2.78 9.17
C 11.89 -4.11 9.10
C 11.04 -5.06 8.53
F 11.43 -6.37 8.62
C 9.72 -6.89 6.42
C 10.21 -6.41 5.20
F 9.92 -5.11 4.85
C 11.05 -7.13 4.35
C 11.48 -8.40 4.73
C 11.05 -8.92 5.95
C 10.18 -8.17 6.74
F 9.87 -8.73 7.96
H 7.97 -5.36 6.65
H 7.61 -7.51 11.81
H 6.12 -9.32 10.89
H 5.81 -9.48 8.39
H 9.83 -1.42 8.73
H 12.12 -2.02 9.61
H 12.85 -4.44 9.51
H 11.37 -6.67 3.41
H 12.15 -8.98 4.10
H 11.39 -9.90 6.32
C 2.43 -1.48 9.31
O 3.06 -2.78 9.32
C 3.98 -3.03 8.35
C 4.46 -4.36 8.25
C 5.31 -4.69 7.23
C 5.74 -3.74 6.27
C 6.47 -4.16 5.11
C 7.26 -3.25 4.29
C 7.36 -3.81 2.97
C 7.90 -3.07 1.92
C 8.37 -1.78 2.18
C 8.34 -1.25 3.48
C 7.80 -1.99 4.55
C 6.65 -5.07 2.95
C 6.09 -5.28 4.27
C 5.16 -6.30 4.46
C 4.80 -7.10 3.36
C 5.34 -6.88 2.09
C 6.28 -5.86 1.88
C 5.32 -2.39 6.45
C 4.45 -2.03 7.45
H 1.69 -1.54 10.11
H 3.16 -0.68 9.53
H 1.95 -1.28 8.34
H 4.12 -5.10 8.97
H 5.70 -5.71 7.14
H 7.95 -3.53 0.93
H 8.77 -1.18 1.37
H 8.72 -0.25 3.68
H 7.80 -1.61 5.57
H 4.72 -6.46 5.44
H 4.06 -7.89 3.51
H 5.02 -7.50 1.25
H 6.73 -5.66 0.90
H 5.66 -1.63 5.74
H 4.11 -0.99 7.55
```

## Properties
- HOMO: -7.67 eV
- LUMO: -2.900 eV
- Calculated total energy: -58838.7715 eV

---

# 6
DFT (the ωB97M-V functional and the def2-TZVPD basis) results for an isolated molecule of C2H4S.

Structure (XYZ):
```
7
Properties=species:S:1:pos:R:3
C 0.55 -0.17 -0.81
C -0.71 0.61 0.33
S -0.42 1.21 -1.30
H 1.43 -0.11 -0.16
H 0.03 -1.01 -1.26
H -1.32 -0.28 0.56
H -0.14 1.28 0.97
```

## Properties
- HOMO: -8.91 eV
- Energy above the lowest of the compared OMol25 structures with the same formula, charge and spin: 40.71 kcal per mole
- LUMO: 1.025 eV
- Calculated total energy: -12971.5662 eV
- SMILES string: C1CS1

---

# 7
DFT (the ωB97M-V functional and the def2-TZVPD basis) results for a cluster of 2 separate species, C29H37BrFNO8P2S2 in total.

Structure (XYZ):
```
81
Properties=species:S:1:pos:R:3
C -0.49 4.53 2.35
C -1.92 4.61 1.55
N -2.47 3.28 1.09
C -1.42 2.20 0.99
C -1.11 1.07 2.17
C -2.09 1.16 3.50
C -3.17 -0.10 3.33
O -3.44 -0.43 2.04
Br -3.97 -1.07 4.90
C 0.05 -0.12 2.03
C 0.33 -1.28 3.15
P 0.79 -0.64 4.89
O -0.45 -0.87 5.88
O 2.09 -1.64 5.56
O 1.31 1.03 4.82
C 0.98 -0.17 0.64
C 2.14 -1.30 0.36
C 3.57 -0.73 0.93
C 4.15 -1.63 2.21
F 3.36 0.66 1.46
C 0.72 0.93 -0.56
C -0.48 2.08 -0.37
C -0.69 3.11 -1.67
O -0.86 4.43 -1.53
C -0.62 2.33 -3.15
C -1.68 2.60 -4.38
C -2.86 3.73 -4.20
C -1.47 1.68 -5.76
C -2.56 1.89 -7.00
C -4.04 1.26 -6.22
C -5.11 0.45 -7.32
O -5.37 1.94 -6.67
C -0.26 0.58 -5.95
S 0.01 -0.47 -7.51
C 0.81 0.30 -4.71
P 2.27 -0.96 -4.79
S 2.02 -2.44 -3.53
C 0.58 1.18 -3.34
C 1.56 0.95 -2.01
O 2.89 0.82 -2.06
H 0.40 4.39 1.61
H -0.49 3.75 3.25
H -0.33 5.60 2.86
H -1.86 5.42 0.67
H -2.71 5.07 2.31
H -3.31 2.98 1.63
H -2.73 2.14 3.56
H -1.49 1.09 4.51
H -0.70 -1.88 3.28
H 1.12 -2.09 2.82
H 2.62 -1.07 6.19
H 0.56 1.57 5.21
H 1.86 -2.38 0.79
H 2.27 -1.46 -0.80
H 4.43 -0.76 0.11
H 3.61 -1.28 3.21
H 4.05 -2.78 2.00
H 5.31 -1.42 2.36
H -3.83 3.14 -3.85
H -3.13 4.23 -5.25
H -2.58 4.62 -3.48
H -2.36 1.20 -7.93
H -2.78 3.01 -7.25
H -3.93 0.80 -5.06
H -5.34 0.93 -8.36
H -5.88 0.03 -6.54
H -1.27 -1.09 -7.69
H 3.54 -0.33 -4.42
H 2.46 -1.49 -6.12
C 1.30 -6.17 3.90
C 2.58 -5.42 3.58
C 3.64 -5.65 4.65
O 2.31 -4.03 3.48
H 0.87 -5.82 4.85
H 0.54 -5.98 3.13
H 1.47 -7.24 3.97
H 2.96 -5.76 2.61
H 3.30 -5.29 5.62
H 4.56 -5.10 4.40
H 3.88 -6.72 4.74
H 1.97 -3.73 4.33
```

## Properties
- HOMO: -8.46 eV
- LUMO: -1.665 eV
- Calculated total energy: -161524.0712 eV
- SMILES string: CCNc1c(CC(=O)Br)c(CP(=O)(O)O)c(C[C@H](C)F)c2c1C(=O)c1c(C)c(C[C@@H]3CO3)c(S)c([PH2]=S)c1C2=O.CC(C)O

---

# 8
DFT (the ωB97M-V functional and the def2-TZVPD basis) results for a structure of composition C31H64AlNO27PS6.

Structure (XYZ):
```
131
Properties=species:S:1:pos:R:3
C 8.34 -2.75 0.75
C 8.98 -1.36 0.20
C 7.75 -0.32 0.00
C 7.36 -0.02 -1.54
C 6.27 1.20 -1.72
C 5.21 1.30 -0.50
C 4.09 2.46 -0.67
C 3.77 3.27 0.71
C 3.67 2.34 2.02
C 2.28 2.55 2.89
C 1.17 1.57 2.24
C -0.07 2.52 1.72
C -1.22 1.46 1.19
C -2.64 2.26 1.25
C -3.12 2.49 -0.29
Al -4.66 1.24 -0.88
C -4.80 -0.47 0.25
O -5.35 -0.25 1.59
C -5.03 -1.33 2.50
C -5.42 -2.81 1.98
N -6.27 2.34 -0.83
C -7.34 1.62 -1.06
O -8.30 0.76 -0.94
P -4.12 0.63 -3.11
O -5.37 -0.07 -3.73
H 7.36 -2.62 1.35
H 8.12 -3.42 -0.17
H 9.09 -3.25 1.49
H 9.62 -0.93 1.08
H 9.67 -1.48 -0.71
H 6.79 -0.70 0.52
H 7.98 0.72 0.49
H 6.97 -1.00 -2.02
H 8.33 0.29 -2.12
H 5.76 1.09 -2.76
H 6.89 2.18 -1.71
H 4.65 0.30 -0.43
H 5.81 1.57 0.47
H 3.10 2.09 -1.15
H 4.54 3.25 -1.41
H 4.68 3.98 0.87
H 2.85 3.99 0.58
H 3.73 1.20 1.82
H 4.53 2.58 2.77
H 1.96 3.66 2.96
H 2.51 2.15 3.96
H 1.57 1.05 1.27
H 0.77 0.76 2.97
H -0.45 3.20 2.58
H 0.31 3.13 0.81
H -0.90 1.16 0.13
H -1.27 0.52 1.86
H -2.46 3.30 1.76
H -3.41 1.70 1.91
H -2.25 2.39 -1.05
H -3.52 3.57 -0.36
H -5.57 -1.17 -0.30
H -3.81 -1.09 0.28
H -5.67 -1.15 3.47
H -3.92 -1.30 2.87
H -5.14 -3.59 2.80
H -4.85 -3.14 1.02
H -6.58 -2.88 1.84
H -3.07 -0.34 -2.99
H -3.70 1.82 -3.85
C 6.14 -7.77 0.17
C 5.49 -6.52 -0.39
O 4.85 -5.90 0.72
S 5.73 -6.20 2.06
O 6.57 -5.07 2.31
O 4.85 -6.76 3.06
O 6.64 -7.40 1.45
H 5.41 -8.57 0.31
H 6.95 -8.13 -0.47
H 4.76 -6.75 -1.17
H 6.23 -5.82 -0.79
C 6.79 -12.04 -3.52
C 6.81 -12.11 -2.00
O 7.61 -11.00 -1.60
S 7.42 -9.79 -2.66
O 6.45 -8.87 -2.13
O 8.72 -9.37 -3.11
O 6.72 -10.65 -3.84
H 7.71 -12.44 -3.95
H 5.93 -12.57 -3.95
H 7.23 -13.04 -1.63
H 5.81 -11.97 -1.59
C -5.93 6.58 -1.62
C -5.68 6.21 -3.07
O -4.52 6.96 -3.45
S -3.55 7.12 -2.16
O -2.54 6.10 -2.22
O -3.24 8.52 -2.00
O -4.63 6.69 -1.03
H -6.41 7.55 -1.54
H -6.52 5.83 -1.10
H -6.53 6.46 -3.71
H -5.45 5.15 -3.17
C -9.86 -3.16 5.24
C -9.58 -3.21 3.74
O -8.25 -2.73 3.59
S -7.39 -3.15 4.90
O -6.66 -4.34 4.60
O -6.77 -1.97 5.43
O -8.64 -3.55 5.86
H -10.10 -2.14 5.56
H -10.67 -3.83 5.53
H -10.28 -2.60 3.17
H -9.61 -4.24 3.37
C 0.81 -1.78 -3.52
C 0.16 -0.52 -4.08
O -0.45 0.11 -2.96
S 0.42 -0.20 -1.63
O 1.29 0.92 -1.39
O -0.45 -0.74 -0.63
O 1.32 -1.41 -2.25
H 0.06 -2.57 -3.38
H 1.61 -2.15 -4.16
H -0.58 -0.74 -4.86
H 0.92 0.17 -4.48
C -5.09 11.89 1.27
C -5.67 12.43 -0.03
O -5.38 11.43 -1.01
S -5.40 9.97 -0.30
O -6.68 9.37 -0.52
O -4.16 9.30 -0.60
O -5.34 10.49 1.25
H -4.01 12.04 1.31
H -5.56 12.35 2.15
H -5.24 13.39 -0.32
H -6.76 12.53 0.04
```

## Properties
- HOMO: -4.48 eV
- Charge: -1
- LUMO: 1.093 eV
- Calculated total energy: -170842.8241 eV